Record 1
ORCA calculation (wB97M-V/def2-TZVPD) on 6 unconnected molecules or ions with the total composition C59H74ClN5O18S at a distorted geometry.

CARTESIAN COORDINATES (ANGSTROEM)
1 C -1.5290 -5.5808 1.4384
2 C -1.8336 -5.1182 -0.1011
3 C -1.9302 -3.5228 -0.1446
4 Cl -0.3003 -2.8829 0.4621
5 C -2.3830 -2.8895 -1.5532
6 C -2.7516 -1.3336 -1.2044
7 C -4.3183 -1.0452 -1.1103
8 O -4.9724 -1.7318 0.0023
9 C -6.1059 -0.8858 0.3802
10 C -5.7064 0.1443 1.5619
11 O -5.1171 -0.5328 2.7096
12 C -3.8725 0.1428 2.9659
13 C -2.5196 -0.5503 2.6536
14 C -1.1765 0.1713 2.9068
15 C -1.2033 1.6238 3.5164
16 C 0.2606 2.2957 3.7396
17 C 1.0991 1.1612 4.5729
18 C 0.2205 3.5821 4.7047
19 C 1.0678 2.5058 2.3688
20 C 0.7337 3.8478 1.5565
21 C -0.7947 4.3281 1.6142
22 C 1.7262 5.0918 1.8972
23 C 1.0256 3.4994 -0.0133
24 C -2.5445 2.3246 3.8227
25 C -3.9101 1.5874 3.5542
26 C -3.5769 -3.6664 -2.2845
27 C -3.1471 -4.9660 -3.1358
28 S -1.3405 -5.1302 -3.4998
29 O -0.9066 -6.5151 -3.0318
30 O -1.1188 -5.1339 -5.0062
31 O -0.3720 -4.0059 -2.7235
32 C -1.1540 -2.7734 -2.6268
33 C -1.5966 -2.1586 -4.0439
34 O -0.4530 -2.1703 -4.9637
35 C 0.5288 -1.1780 -4.5788
36 O 1.7651 -1.9153 -4.3202
37 C 2.6402 -1.8496 -5.4641
38 C 4.1815 -2.1105 -5.0062
39 O 4.1885 -3.0689 -3.9174
40 H -0.4446 -5.9793 1.4965
41 H -2.1901 -6.4776 1.7189
42 H -1.6104 -4.7092 2.1785
43 H -2.7448 -5.6753 -0.4961
44 H -0.9036 -5.4642 -0.6918
45 H -2.6918 -3.2208 0.6729
46 H -2.2749 -0.5898 -1.9233
47 H -2.3205 -1.0816 -0.1600
48 H -4.8894 -1.1811 -2.1088
49 H -4.4197 0.0859 -0.8760
50 H -6.5261 -0.2949 -0.5214
51 H -6.9963 -1.5025 0.7700
52 H -4.8764 0.8181 1.1178
53 H -6.5536 0.8518 1.8571
54 H -2.4930 -1.6110 2.2362
55 H -0.1821 -0.3393 2.6650
56 H 1.4515 0.3137 3.8974
57 H 0.3385 0.7092 5.3084
58 H 1.9238 1.6539 5.1903
59 H 1.1526 4.2345 4.6059
60 H 0.2372 3.1758 5.7879
61 H -0.7173 4.2209 4.6091
62 H 1.0000 1.5621 1.7034
63 H 2.1870 2.5754 2.6626
64 H -1.0274 4.9179 2.5819
65 H -1.4974 3.4475 1.4454
66 H -0.9219 5.1058 0.7659
67 H 2.2651 5.4101 0.9231
68 H 2.5523 4.8277 2.6364
69 H 1.1010 6.0065 2.2026
70 H 2.0790 3.0967 -0.1755
71 H 0.7464 4.3759 -0.7028
72 H 0.2675 2.6623 -0.2756
73 H -2.5909 3.3806 4.2364
74 H -4.8845 2.1387 3.7960
75 H -4.1908 -3.0022 -3.0045
76 H -4.3331 -4.0206 -1.4912
77 H -3.7423 -5.0385 -4.1142
78 H -3.4370 -5.8847 -2.5107
79 H -0.4412 -1.9931 -2.1562
80 H -1.9520 -1.0604 -3.9812
81 H -2.4234 -2.7295 -4.5815
82 H 0.6256 -0.4478 -5.4486
83 H 0.2248 -0.5814 -3.6352
84 H 2.6484 -0.8346 -5.9905
85 H 2.4148 -2.6899 -6.2244
86 H 4.8178 -2.4609 -5.8921
87 H 4.6137 -1.1041 -4.6496
88 H 5.0950 -3.1613 -3.5466
89 O 2.6903 -2.6294 4.0989
90 N 3.5542 -3.4744 4.2973
91 O 4.2425 -3.5349 5.3050
92 C 3.7803 -4.4776 3.2541
93 C 3.0411 -4.4202 2.0743
94 C 3.2745 -5.3597 1.0759
95 C 4.2360 -6.3487 1.2612
96 C 4.9643 -6.4071 2.4464
97 C 4.7392 -5.4698 3.4491
98 H 2.2890 -3.6547 1.9170
99 H 2.7086 -5.3195 0.1507
100 H 4.4197 -7.0774 0.4774
101 H 5.7105 -7.1821 2.5865
102 H 5.3152 -5.5243 4.3663
103 O -3.1094 -4.7993 8.8269
104 N -3.3009 -3.7693 8.1955
105 O -4.2548 -3.0228 8.3633
106 C -2.3237 -3.4081 7.1656
107 C -1.2417 -4.2518 6.9180
108 C -0.3293 -3.9169 5.9230
109 C -0.4977 -2.7471 5.1877
110 C -1.5745 -1.9035 5.4466
111 C -2.4937 -2.2316 6.4380
112 H -1.0992 -5.1659 7.4837
113 H 0.5128 -4.5698 5.7178
114 H 0.2141 -2.4919 4.4076
115 H -1.6981 -0.9940 4.8738
116 H -3.3300 -1.5674 6.6277
117 O 0.5846 1.6850 -5.5913
118 N 0.2109 2.7678 -6.0252
119 O -0.2916 3.6483 -5.3440
120 C 0.3739 3.0211 -7.4582
121 C 0.9092 2.0268 -8.2755
122 C 1.0403 2.2628 -9.6395
123 C 0.6434 3.4836 -10.1772
124 C 0.1189 4.4764 -9.3541
125 C -0.0187 4.2484 -7.9891
126 H 1.2224 1.0712 -7.8695
127 H 1.4499 1.4932 -10.2856
128 H 0.7425 3.6621 -11.2437
129 H -0.1862 5.4272 -9.7783
130 H -0.4315 5.0287 -7.3591
131 O 4.2140 0.8278 -9.8522
132 N 4.7759 1.7773 -10.3802
133 O 4.8964 1.9253 -11.5874
134 C 5.3461 2.8043 -9.5056
135 C 5.2615 2.6536 -8.1225
136 C 5.8252 3.6193 -7.2956
137 C 6.4625 4.7256 -7.8497
138 C 6.5346 4.8755 -9.2316
139 C 5.9761 3.9134 -10.0665
140 H 4.7677 1.7963 -7.6783
141 H 5.7707 3.5084 -6.2176
142 H 6.9063 5.4748 -7.2009
143 H 7.0300 5.7414 -9.6579
144 H 6.0418 4.0402 -11.1415
145 O 0.5971 6.2478 7.0310
146 N -0.3685 6.6651 7.6579
147 O -0.7081 7.8385 7.7018
148 C -1.1695 5.6948 8.4115
149 C -0.7963 4.3523 8.4199
150 C -1.5446 3.4398 9.1558
151 C -2.6581 3.8688 9.8719
152 C -3.0323 5.2094 9.8513
153 C -2.2878 6.1293 9.1202
154 H 0.0687 4.0041 7.8670
155 H -1.2581 2.3934 9.1740
156 H -3.2370 3.1547 10.4499
157 H -3.9030 5.5377 10.4091
158 H -2.5880 7.1714 9.1152

Properties
electronic energy	-4778.1804	hartree
spin multiplicity	1
LUMO	-0.9	eV
net charge	0
gap between HOMO and LUMO	7.583	eV
HOMO	-8.515	eV

Results of the Löwdin charge analysis, in e, for atoms 1 through 2: C -0.1235; C -0.2428

=====

Record 2
ORCA calculation (wB97M-V/def2-TZVPD) on C13H10F5N3O2 in the gas phase at a distorted geometry.

CARTESIAN COORDINATES (ANGSTROEM)
1 C 0.0632 -2.8844 1.2132
2 C 0.2414 -1.4184 0.8775
3 N -0.6901 -1.0721 -0.1878
4 C -1.3170 0.1508 -0.2185
5 O -1.2824 0.9034 0.7414
6 C -1.9946 0.5515 -1.4008
7 C -3.4205 0.5598 -1.4088
8 F -4.0932 0.2048 -0.3033
9 C -4.0666 0.9274 -2.5755
10 F -5.4060 0.9674 -2.6480
11 C -3.3129 1.2422 -3.7440
12 F -3.9148 1.5944 -4.9030
13 C -1.9122 1.1771 -3.7303
14 F -1.2017 1.4168 -4.8402
15 C -1.2791 0.8582 -2.5355
16 F 0.0741 0.7634 -2.4527
17 C 1.7054 -1.1220 0.4695
18 O 2.1536 -1.6086 -0.5177
19 N 2.5641 -0.3681 1.2517
20 C 2.1284 0.4449 2.3778
21 C 3.0309 1.7066 2.5419
22 C 4.4573 1.3328 2.6806
23 N 5.5465 1.0408 2.9434
24 H 0.6765 -3.0805 2.0913
25 H -0.9917 -3.0879 1.4382
26 H 0.4433 -3.5020 0.3751
27 H -0.0290 -0.9102 1.8287
28 H -0.6298 -1.5760 -1.0901
29 H 3.5241 -0.5202 1.0707
30 H 1.1424 0.8251 2.2276
31 H 2.1726 -0.1625 3.2960
32 H 2.7139 2.2763 3.4230
33 H 2.9039 2.3690 1.7083

Properties
electronic energy	-1315.4406	hartree
spin multiplicity	1
LUMO	0.2	eV
net charge	0
gap between HOMO and LUMO	10.219	eV
HOMO	-10.038	eV

Results of the Löwdin charge analysis, in e, for atoms 1 through 2: C -0.0386; C -0.2876

=====

Record 3
ORCA calculation (wB97M-V/def2-TZVPD) on a molecular structure, C5H13IN at a distorted geometry.

CARTESIAN COORDINATES (ANGSTROEM)
1 C -0.6757 0.5403 1.1464
2 C -0.3898 -1.5208 -0.6281
3 C 2.6346 -1.0526 -0.3944
4 C -1.6623 2.1409 1.5720
5 C 0.3156 -0.4241 0.0819
6 N 1.5637 -0.3461 0.2350
7 I -1.7234 1.4242 -2.9910
8 H -1.6305 -0.0376 1.2649
9 H -2.1114 1.8439 2.5098
10 H -0.1129 0.5870 2.1219
11 H -0.2072 -1.4902 -1.6462
12 H -1.4643 -1.4812 -0.3195
13 H 0.1917 -2.3231 -0.2771
14 H 3.2110 -0.3687 -1.0887
15 H 3.4035 -1.5959 0.2414
16 H 2.3389 -1.8277 -1.2368
17 H -1.0357 3.1012 1.5714
18 H -2.3805 2.2701 0.7373
19 H -2.2359 0.1580 -3.6374
20 H 1.9707 0.4022 0.7373

Properties
electronic energy	-550.3705	hartree
spin multiplicity	1
LUMO	-4.0	eV
net charge	+1
gap between HOMO and LUMO	9.015	eV
relative energy (zero: lowest compared OMol25 entry of this formula, charge and spin)	84.74	kcal/mol
HOMO	-13.064	eV

Results of the Löwdin charge analysis, in e, for atoms 1 through 2: C -0.0165; C -0.0097

=====

Record 4
ORCA calculation (wB97M-V/def2-TZVPD) on a molecular structure, C8H13LaNP at a distorted geometry.

CARTESIAN COORDINATES (ANGSTROEM)
1 C -1.7623 -2.5744 -0.7520
2 C -2.6299 -3.6170 -0.3007
3 C -3.9777 -3.2058 -0.5044
4 C -3.9681 -1.9062 -1.0925
5 C -2.6112 -1.4892 -1.2511
6 La 0.6589 -0.0756 -1.5826
7 P 3.2883 0.1357 -2.0882
8 H -0.6588 -2.5880 -0.7558
9 H -2.3052 -4.5631 0.1263
10 H -4.8694 -3.7779 -0.2477
11 H -2.2486 -0.5381 -1.6782
12 H -4.8384 -1.3120 -1.3665
13 H 3.3514 0.2959 -3.5407
14 H 3.7437 -1.2546 -2.0628
15 H 4.5403 0.7512 -1.7688
16 C 2.2369 3.0198 2.8936
17 C 1.0675 3.1059 1.8846
18 C 1.1462 2.1639 0.8227
19 N 1.1032 1.3616 -0.0457
20 H 2.2022 2.0783 3.4532
21 H 2.1915 3.8430 3.6139
22 H 3.2040 3.0768 2.3824
23 H 0.1097 2.9516 2.4126
24 H 1.0258 4.1182 1.4483

Properties
electronic energy	-740.0351	hartree
spin multiplicity	1
LUMO (alpha / beta)	-0.9 / -1.0	eV
net charge	0
gap between HOMO and LUMO (alpha / beta)	4.692 / 4.599	eV
relative energy (zero: lowest compared OMol25 entry of this formula, charge and spin)	39.53	kcal/mol
HOMO (alpha / beta)	-5.616 / -5.583	eV

Results of the Löwdin charge analysis, in e, for atoms 1 through 2: C -0.2555; C -0.2024

=====

The highest net charge belongs to which entry?
C5H13IN